The following is a DFT calculation (ωB97M-V/def2-TZVPD) of a 13-piece molecular cluster, C22H70O24 overall.

HOMO-LUMO gap	9.80	eV
multiplicity	1
HOMO	-0.35545	hartree

Last column: Mulliken charge in e.
Positions of all 116 atoms, in Å:
O: 0.75433 -0.62927 3.43957  -0.22
H: 0.68333 -0.22627 4.28257  0.20
H: 0.27533 -0.09927 2.79457  -0.46
O: -2.87267 1.43673 -0.33743  -0.43
H: -2.92267 0.50673 -0.54543  -0.18
H: -3.71967 1.48873 0.05157  0.51
C: -2.90067 -1.64527 1.83157  1.06
C: -3.11367 -2.95327 1.01457  -0.76
O: -1.96267 -3.22627 0.31757  -0.34
O: -4.07467 -1.41427 2.55257  -0.72
H: -2.77067 -0.76027 1.17657  -0.22
H: -2.09967 -1.67927 2.57057  -0.07
H: -3.93867 -2.73327 0.42157  0.11
H: -3.47367 -3.87927 1.49957  0.56
H: -2.04467 -4.17327 0.05157  0.26
H: -3.98667 -0.74527 3.20457  0.32
C: 1.35533 -3.69427 4.23657  -0.53
C: 0.40233 -3.46327 5.36557  -0.06
O: 0.72333 -4.35727 6.45257  -0.56
O: 0.79833 -3.25527 2.99957  -0.42
H: 1.40933 -4.76827 4.13457  0.36
H: 2.36633 -3.35327 4.44857  0.37
H: -0.60967 -3.71327 5.02457  0.18
H: 0.49733 -2.44027 5.73457  0.13
H: 1.64433 -4.30127 6.65557  0.30
H: 0.92433 -2.27927 2.92657  0.17
C: -0.83167 5.00973 -0.98243  -0.44
C: 0.11533 3.84773 -0.96743  0.45
O: -0.03067 3.45673 -2.27343  -0.47
O: -0.63467 5.75773 0.17857  -0.56
H: -1.88467 4.64473 -0.96943  0.35
H: -0.57267 5.64973 -1.90143  0.23
H: -0.20067 3.05473 -0.30843  -0.30
H: 1.10933 4.11873 -0.62243  0.13
H: -0.92467 3.15673 -2.25943  0.30
H: 0.26733 5.98873 0.21057  0.34
C: 4.31533 -1.48327 -0.27443  -0.22
C: 3.69233 -1.65227 1.06557  -0.25
O: 3.30733 -0.45427 1.57057  -0.36
O: 4.77833 -2.80027 -0.62143  -0.62
H: 5.16133 -0.80827 -0.22043  0.37
H: 3.68733 -1.08227 -1.06743  -0.02
H: 4.51733 -1.93127 1.76557  0.40
H: 2.93533 -2.43127 1.10757  0.24
H: 3.14833 -0.56827 2.49357  0.21
H: 4.03133 -3.37527 -0.81443  0.33
C: -4.30767 -2.41227 -2.46843  -0.43
C: -3.59367 -1.09427 -2.84343  -0.31
O: -2.64067 -0.80827 -1.85543  0.02
O: -5.04867 -2.73027 -3.58043  -0.59
H: -4.97167 -2.27427 -1.61443  0.43
H: -3.65367 -3.35427 -2.24843  0.04
H: -4.29167 -0.25427 -2.90243  0.48
H: -3.05167 -1.18627 -3.72843  0.11
H: -1.99367 -1.53627 -1.77143  -0.18
H: -5.94567 -2.28827 -3.56943  0.35
C: 3.86933 2.35273 -1.60843  1.59
C: 5.03933 2.89073 -2.48343  -0.92
O: 4.53233 3.36473 -3.66243  -0.53
O: 4.53933 1.72873 -0.51843  -0.67
H: 3.24533 1.62473 -2.16443  -0.59
H: 3.23133 3.10573 -1.09643  -0.29
H: 5.75733 2.12373 -2.74543  0.26
H: 5.54033 3.63173 -2.00743  0.55
H: 4.56433 4.32073 -3.68643  0.31
H: 3.90333 1.34973 0.07157  0.19
C: -0.97467 -3.99427 -4.01243  -0.43
C: 0.03933 -3.10027 -3.32043  0.07
O: -0.53567 -2.55427 -2.19743  -0.27
O: -0.32967 -4.38027 -5.20743  -0.60
H: -1.90367 -3.40927 -4.31343  0.17
H: -1.33567 -4.82127 -3.38443  0.30
H: 0.34233 -2.33327 -4.02743  -0.28
H: 0.93233 -3.61327 -3.02643  0.38
H: 0.02533 -1.80927 -1.85943  -0.11
H: -0.54867 -3.83927 -5.94543  0.34
C: -0.55467 0.33373 -4.74843  0.43
C: 0.97333 0.49173 -5.01043  -0.80
O: 1.57933 1.21573 -3.97543  -0.28
O: -1.19567 -0.34127 -5.85943  -0.60
H: -1.03467 1.26273 -4.45643  0.47
H: -0.66867 -0.17727 -3.80743  -0.50
H: 1.15333 1.01973 -5.93943  0.43
H: 1.57433 -0.38127 -5.03943  0.41
H: 2.41633 1.50273 -4.31843  0.12
H: -0.79867 -1.20527 -6.01843  0.35
C: 1.81733 3.71373 3.72957  -0.66
C: 1.55533 3.32573 2.22457  -0.57
O: 2.36733 2.27573 1.63557  -0.19
O: 1.59933 2.49973 4.39557  -0.55
H: 1.17533 4.55573 4.04357  0.26
H: 2.87033 3.81873 3.94157  0.37
H: 1.79033 4.13473 1.62057  0.47
H: 0.55133 3.14373 1.98857  0.27
H: 2.04333 1.50973 2.09557  0.05
H: 0.67733 2.31873 4.20057  0.32
C: -2.37967 1.43573 3.58757  0.01
C: -3.57167 1.81573 4.52557  -0.52
O: -4.63967 0.95873 4.10457  -0.52
O: -1.29067 2.28273 3.83457  -0.50
H: -2.67067 1.52873 2.58157  -0.05
H: -2.10367 0.41673 3.78357  0.13
H: -3.88567 2.83773 4.39757  0.33
H: -3.31367 1.67173 5.59257  0.36
H: -5.31467 0.92873 4.80557  0.29
H: -1.45967 3.13373 3.40657  0.29
C: 0.69333 0.36973 -0.97643  1.99
C: -0.04367 -0.20127 0.21257  -1.23
O: -0.55767 0.80773 1.00257  1.66
O: 1.23733 -0.58127 -1.85643  -0.66
H: 1.53433 0.92673 -0.58643  -0.12
H: -0.01967 1.00573 -1.49143  -0.16
H: 0.58633 -0.76627 0.78257  0.86
H: -0.81967 -0.95827 -0.04443  -0.93
H: -1.37067 1.07573 0.54657  -0.22
H: 1.73333 -0.14727 -2.54743  0.16

***

The following is a DFT calculation (ωB97M-V/def2-TZVPD) of a 12-piece molecular cluster, C6H35NO11 overall.

HOMO-LUMO gap	7.73	eV
multiplicity	1
HOMO	-0.29213	hartree
SMILES	CCC(=CN)CC.O.O.O.O.O.O.O.O.O.O.O

Last column: Mulliken charge in e.
Positions of all 53 atoms, in Å:
C: -2.41615 0.23146 0.74210  -1.70
C: -0.98507 0.47099 0.24092  0.65
C: -0.08614 1.21227 1.20821  1.40
C: 0.97354 1.92009 0.79766  -1.46
N: 1.39532 2.11972 -0.51102  -0.30
C: -0.53760 1.27071 2.65065  -0.46
C: 0.35473 1.78762 3.75194  -1.66
H: -2.82001 1.05541 1.32510  0.27
H: -3.08643 -0.03087 -0.07341  0.44
H: -2.42039 -0.60598 1.44194  0.38
H: -0.55750 -0.49790 -0.05265  -0.02
H: -1.06851 0.92228 -0.74893  -0.04
H: 1.73571 2.28714 1.47590  0.60
H: 2.37292 2.26546 -0.69681  0.22
H: 0.94009 1.67626 -1.29071  0.09
H: -1.43772 1.90167 2.73466  0.27
H: -0.99346 0.30819 2.89682  0.38
H: 0.18730 2.82211 4.05835  0.37
H: 1.42005 1.83657 3.49415  0.30
H: 0.23055 1.23422 4.67821  0.36
H: 0.21558 1.04824 -3.61223  0.26
H: -0.78657 1.99342 -3.27929  0.27
O: -0.46063 1.15549 -2.92305  -0.59
H: -3.10952 -2.15884 -1.71939  0.45
H: -3.54394 -2.18092 -0.22746  0.32
O: -3.52419 -2.71208 -1.02782  -0.73
H: 0.51198 4.47919 0.33337  0.36
H: -0.88017 4.06352 0.81643  0.33
O: -0.30698 4.82622 0.70469  -0.72
H: -1.99331 -0.09544 -2.63360  0.29
H: -1.18398 -1.40876 -2.57817  0.37
O: -2.06212 -1.05359 -2.74503  -0.69
H: 0.61966 5.21811 2.38415  0.43
H: 1.29147 3.98829 3.02808  0.26
O: 1.11306 4.92120 3.16466  -0.71
H: -1.15174 -4.61312 -3.89672  0.29
H: -1.21010 -4.66671 -2.37837  0.40
O: -0.63591 -4.34311 -3.12824  -0.69
H: 4.65437 0.94915 1.41874  0.34
H: 3.24097 1.02190 1.70627  0.33
O: 4.07562 1.36019 2.06351  -0.64
H: 0.44654 -2.89543 -3.01513  0.33
H: 1.96292 -2.46797 -3.01689  0.24
O: 1.10826 -2.31406 -2.60723  -0.61
H: 2.95576 -1.13750 1.38221  0.34
H: 1.98246 -1.45606 0.26774  0.25
O: 2.83521 -1.03300 0.43501  -0.62
H: -1.10195 -4.37343 -0.35773  0.35
H: -2.53162 -4.12196 -0.75891  0.48
O: -1.82982 -4.81901 -0.81742  -0.79
H: 0.65793 -2.83650 -0.94619  0.41
H: 1.01734 -3.75867 0.23555  0.35
O: 0.47508 -3.00336 -0.00028  -0.78

***

The following is a DFT calculation (ωB97M-V/def2-TZVPD) of a 2-piece molecular cluster, C4H9INO overall.

HOMO-LUMO gap	9.97	eV
charge	+1
multiplicity	1
HOMO	-0.52235	hartree

Last column: Mulliken charge in e.
Positions of all 16 atoms, in Å:
C: -1.97665 -0.51028 -0.35061  -0.40
C: -1.07221 -0.10928 0.82383  -0.57
C: -0.69600 -0.84466 -1.12784  -0.73
C: 1.31587 -0.62530 0.32776  -0.10
N: 0.07797 -0.54350 0.05277  0.14
O: 1.95224 2.00577 0.54045  -0.54
I: 2.73309 -1.20976 -1.04878  0.25
H: -2.61078 -1.36561 -0.14475  0.27
H: -2.57666 0.28673 -0.77550  0.28
H: -1.03050 0.95910 1.03819  0.27
H: -1.21240 -0.65430 1.75599  0.33
H: -0.57445 -1.87347 -1.47211  0.37
H: -0.46682 -0.16957 -1.95585  0.34
H: 1.67061 -0.35951 1.31696  0.49
H: 1.87475 2.67022 -0.14816  0.29
H: 2.59194 2.34342 1.16765  0.30

***

The following is a DFT calculation (ωB97M-V/def2-TZVPD) of C40H37BrCl5N3O3Ti as an isolated structure.

HOMO-LUMO gap (spin up / spin down)	5.81 / 7.37	eV
charge	-1
multiplicity	2
expectation value of S²	0.79
HOMO (spin up / spin down)	-0.12652 / -0.19571	hartree

Last column: Mulliken charge in e.
Positions of all 90 atoms, in Å:
Ti: 0.24875 -0.33120 -1.34945  -3.02
O: -0.37552 -4.41004 -2.67203  -0.74
C: -1.46554 -4.71764 -1.92393  0.46
C: -2.12771 -5.90580 -2.21404  -0.78
C: -3.23669 -6.27877 -1.47306  -0.34
C: -3.69932 -5.47136 -0.44341  -0.86
C: -3.03173 -4.28909 -0.16143  -0.36
C: -1.91161 -3.89848 -0.88192  0.30
C: -1.17898 -2.63024 -0.52111  0.40
O: -0.79994 -1.89244 -1.65926  -0.06
N: 0.00887 -2.92565 0.24709  -0.54
N: 0.85045 -1.75628 0.20457  1.07
C: 1.60506 -1.74085 1.31065  -1.41
C: 2.82266 -1.10228 1.51918  0.90
Br: 3.86284 -0.62766 -0.03212  -0.12
C: 3.42495 -0.83346 2.73300  -1.32
C: 2.78324 -0.76097 4.02417  0.88
C: 3.58955 -0.74338 5.17875  -0.89
C: 3.04534 -0.63186 6.44338  -0.52
C: 1.66922 -0.52202 6.61342  -0.52
C: 0.85471 -0.51778 5.48774  -0.57
C: 1.39404 -0.63680 4.21936  0.41
H: -0.13084 -3.47895 -2.50520  0.23
H: -1.75775 -6.51827 -3.02560  0.45
H: -3.74529 -7.20603 -1.70684  0.37
H: -4.56907 -5.75847 0.13250  0.39
H: -3.37796 -3.64712 0.64078  0.45
H: -1.82989 -2.00222 0.10034  -0.02
H: 0.51528 -3.68118 -0.21517  0.35
H: 1.24906 -2.35147 2.13796  0.65
H: 4.48463 -0.60878 2.72103  0.27
H: 4.66433 -0.82163 5.06052  0.36
H: 3.69846 -0.62741 7.30804  0.36
H: 1.24197 -0.43303 7.60383  0.36
H: -0.21839 -0.41200 5.59834  0.39
H: 0.73704 -0.60711 3.36018  0.00
O: -0.90138 -0.91979 -4.17774  -0.43
C: -2.24064 -0.53675 -4.46153  -0.85
C: -2.71265 0.62174 -3.59966  -0.56
C: -2.62707 0.36519 -2.08278  -0.59
C: -1.37835 1.06606 -1.48241  2.83
C: -1.72595 2.52445 -1.53013  -1.59
C: -2.53058 2.96912 -0.55233  -0.69
C: -2.90205 2.09360 0.55980  -0.96
C: -2.17730 0.99539 0.80784  -0.45
N: -1.11252 0.71395 -0.07934  0.62
H: -0.95080 -1.61461 -3.51017  0.18
H: -2.90945 -1.39599 -4.32816  0.34
H: -2.27886 -0.25428 -5.51680  0.40
H: -3.74762 0.83841 -3.88456  0.34
H: -2.12602 1.50512 -3.86110  0.22
H: -2.64284 -0.70584 -1.89059  0.11
H: -3.51962 0.78571 -1.60995  0.70
H: -1.45597 3.16312 -2.36285  0.65
H: -2.90191 3.98652 -0.54804  0.48
H: -3.70689 2.37577 1.22624  0.35
H: -2.30344 0.36161 1.67945  0.47
Cl: 2.36678 -2.58157 -2.52445  -0.23
C: 2.67592 -1.01816 -3.23259  1.03
C: 1.77043 0.01232 -2.98102  -1.40
C: 1.96271 1.14492 -3.76605  1.09
Cl: 0.76334 2.40464 -3.78480  -0.22
C: 3.06128 1.31629 -4.61113  -0.04
Cl: 3.28208 2.77554 -5.51068  -0.23
C: 3.99717 0.29566 -4.73422  0.45
Cl: 5.38284 0.49299 -5.74063  -0.22
C: 3.78668 -0.90240 -4.06084  0.04
Cl: 4.89211 -2.21169 -4.26337  -0.22
C: 1.23927 3.24361 -0.58999  -2.23
C: 0.84211 2.42345 0.63442  3.01
C: 2.15943 2.19524 1.40416  -1.60
C: 0.28380 1.00452 0.31705  0.51
C: -0.06328 3.19476 1.59801  0.12
C: -0.53992 4.47146 1.32281  -0.39
C: -1.34142 5.15421 2.23060  -0.85
C: -1.67466 4.57661 3.44453  -0.58
C: -1.18257 3.31337 3.74780  -0.85
C: -0.38733 2.63934 2.83783  -0.15
H: 1.91731 2.64862 -1.20307  0.18
H: 1.77367 4.14634 -0.28113  0.55
H: 0.40124 3.54288 -1.21165  0.35
H: 2.89807 1.72826 0.75739  0.26
H: 2.02294 1.56071 2.27959  0.20
H: 2.55037 3.15804 1.74122  0.51
H: 0.45539 0.40956 1.21410  -0.40
H: -0.30331 4.94036 0.37821  0.38
H: -1.70607 6.14416 1.98208  0.38
H: -2.29899 5.10770 4.15260  0.40
H: -1.41730 2.85054 4.69909  0.44
H: -0.01243 1.65694 3.09868  0.21

***

E_tot (computed, eV): -73080.801; -30803.154; -15924.500; -208462.984
Relative energy (zero: lowest compared OMol25 entry of this formula, charge and spin) (computed, kJ/mol): 360.2; 148.8; 42.8; 136.6